w) {"formula": "C12H28AgClN4O4", "method": "wB97M-V/def2-TZVPD", "orbital_gap_ev": 8.34, "lumo_energy_ev": 0.7, "spin_multiplicity": 1, "homo_ev": -7.662, "species": ["Ag", "Cl", "C", "C", "O", "N", "C", "H", "H", "H", "H", "H", "H", "H", "C", "C", "O", "N", "C", "H", "H", "H", "H", "H", "H", "H", "C", "C", "O", "N", "C", "H", "H", "H", "H", "H", "H", "H", "C", "C", "O", "N", "C", "H", "H", "H", "H", "H", "H", "H"], "positions_angstrom": [[6.01943, 0.24388, 9.24825], [3.85910, 0.08677, 10.69580], [5.28462, 0.68731, 4.84764], [4.82809, -0.02772, 6.09439], [5.61988, -0.34772, 6.96369], [3.49948, -0.25843, 6.21840], [2.94450, -1.00000, 7.34317], [5.92037, -0.00170, 4.29585], [5.78758, 1.61053, 5.11374], [4.43690, 0.95195, 4.20751], [2.90791, -0.06088, 5.43213], [2.47813, -0.32629, 8.06009], [3.73520, -1.53742, 7.85538], [2.20973, -1.71828, 6.97826], [6.51909, -4.12103, 8.13559], [7.39335, -3.20746, 8.94938], [6.97526, -2.12427, 9.33355], [8.67040, -3.61573, 9.16307], [9.63545, -2.80168, 9.83769], [5.49090, -3.95994, 8.46143], [6.74767, -5.18612, 8.20283], [6.53774, -3.84780, 7.07899], [8.92367, -4.50409, 8.77068], [9.09616, -2.04892, 10.41049], [10.28096, -2.26824, 9.13574], [10.23481, -3.40719, 10.51567], [8.82852, -0.21750, 12.82533], [7.59584, 0.16255, 12.08534], [7.64150, 0.94222, 11.12436], [6.45822, -0.38282, 12.51910], [6.34576, -1.40290, 13.53241], [9.66530, 0.33386, 12.40000], [9.02478, -1.28681, 12.75959], [8.75133, 0.06540, 13.87703], [5.58995, -0.17911, 12.00324], [6.87884, -1.12754, 14.44482], [6.70147, -2.37390, 13.17884], [5.29379, -1.48847, 13.79538], [7.06180, 4.31337, 7.61950], [7.79683, 3.11994, 8.17211], [7.36037, 1.98558, 8.04540], [8.94356, 3.40469, 8.83193], [9.77911, 2.40468, 9.43446], [6.20016, 4.54153, 8.24968], [6.67995, 4.11421, 6.62128], [7.67738, 5.21562, 7.57899], [9.21630, 4.36895, 8.89127], [9.94879, 2.60905, 10.48940], [10.76207, 2.35853, 8.94240], [9.31345, 1.43469, 9.30359]]}

---

x) {"formula": "C12H28AgClN4O4", "method": "wB97M-V/def2-TZVPD", "orbital_gap_ev": 6.93, "lumo_energy_ev": 0.2, "spin_multiplicity": 1, "homo_ev": -6.706, "species": ["Ag", "Cl", "C", "C", "O", "N", "C", "H", "H", "H", "H", "H", "H", "H", "C", "C", "O", "N", "C", "H", "H", "H", "H", "H", "H", "H", "C", "C", "O", "N", "C", "H", "H", "H", "H", "H", "H", "H", "C", "C", "O", "N", "C", "H", "H", "H", "H", "H", "H", "H"], "positions_angstrom": [[-0.60224, 0.85018, 1.07683], [-1.06292, 2.33109, 3.44689], [3.64381, 1.25303, -1.98316], [2.53136, 0.55083, -1.20361], [1.94232, 1.15661, -0.29746], [2.43675, -0.77607, -1.29502], [1.67627, -1.82336, -0.64691], [3.58043, 2.28573, -1.64021], [3.45854, 1.19235, -3.05558], [4.59370, 0.80246, -1.69540], [2.93267, -1.09459, -2.11521], [1.44621, -2.66886, -1.29521], [0.65429, -1.50443, -0.44206], [2.18214, -2.21364, 0.23620], [1.06236, -0.88450, 4.67714], [0.51451, -1.52850, 3.37279], [0.08381, -0.80517, 2.41828], [0.39591, -2.86639, 3.31840], [-0.02831, -3.69319, 2.21273], [0.85370, 0.18534, 4.67699], [2.14411, -1.01525, 4.70579], [0.69043, -1.36802, 5.58045], [0.83978, -3.43634, 4.02426], [-0.40111, -3.13765, 1.35222], [-0.81591, -4.37558, 2.53234], [0.82152, -4.27998, 1.86406], [-0.97915, 4.73195, 0.22474], [-0.64203, 3.62573, -0.78254], [-0.88324, 2.48962, -0.48338], [-0.16245, 3.99287, -1.97133], [0.16957, 3.05665, -3.01815], [-0.92673, 5.70446, -0.26473], [-0.29306, 4.63805, 1.06650], [-1.96666, 4.51616, 0.63263], [0.12490, 4.95739, -2.05632], [0.17209, 2.01161, -2.70832], [1.13692, 3.38549, -3.39787], [-0.53840, 3.19931, -3.83456], [-3.83946, -2.15431, 0.27116], [-2.77851, -1.36936, -0.45288], [-2.39831, -0.30276, -0.05213], [-2.31159, -1.84540, -1.64255], [-1.34543, -1.09615, -2.44599], [-3.68488, -1.99807, 1.33878], [-3.73586, -3.20693, 0.00781], [-4.82481, -1.90983, -0.12560], [-2.54885, -2.80023, -1.87078], [-1.11376, -0.05100, -2.24087], [-1.77509, -1.03859, -3.44608], [-0.42937, -1.67298, -2.57324]]}

---

Winner for stability: w)

---

w) {"formula": "C8H12N2O", "method": "wB97M-V/def2-TZVPD", "orbital_gap_ev": 7.15, "lumo_energy_ev": 0.4, "spin_multiplicity": 1, "homo_ev": -6.753, "species": ["C", "C", "C", "C", "C", "C", "C", "C", "H", "H", "H", "H", "H", "H", "H", "H", "H", "H", "H", "H", "N", "N", "O"], "positions_angstrom": [[-1.20547, -0.13341, -1.69682], [-1.10486, 0.57510, -0.31445], [-1.59403, 2.81586, 0.61504], [1.94423, -2.05511, -0.65172], [2.74511, -1.38421, 0.15314], [2.13899, -0.78810, 1.28055], [0.81918, -0.74181, 1.34820], [0.06598, -1.60578, 0.53613], [-1.33315, 0.50290, -2.63013], [-2.09680, -0.98153, -1.97529], [-0.20353, -0.47216, -1.82839], [-2.25969, 1.92395, -1.24713], [-0.66115, 2.71228, 1.38216], [-1.34815, 3.70060, -0.06352], [-2.52751, 2.85940, 1.43217], [2.24968, -2.49026, -1.60998], [3.78762, -1.64204, 0.45640], [2.71892, -0.38666, 2.29060], [0.35615, -0.27935, 2.14401], [-0.99773, -1.76509, 0.49866], [-1.78842, 1.77776, -0.33076], [0.63787, -2.31929, -0.40139], [-0.34327, 0.17696, 0.61252]]}

---

x) {"formula": "C8H12N2O", "method": "wB97M-V/def2-TZVPD", "orbital_gap_ev": 8.21, "lumo_energy_ev": 0.4, "spin_multiplicity": 1, "homo_ev": -7.777, "species": ["C", "C", "C", "C", "C", "C", "C", "C", "N", "N", "O", "H", "H", "H", "H", "H", "H", "H", "H", "H", "H", "H", "H"], "positions_angstrom": [[-1.35876, -0.10082, -0.60317], [1.94713, -0.55641, 0.67450], [-1.05483, 0.07222, 0.70275], [-0.31911, 1.27669, 0.23006], [-1.94975, -1.17388, -1.42240], [-1.18365, -0.71733, 1.96590], [0.30016, 2.40786, 0.96217], [2.09685, -0.61710, -1.79936], [-0.49082, 1.08391, -1.02705], [2.29767, -0.85197, -0.40885], [1.97039, -0.38506, 1.81331], [-2.63784, -0.62235, -2.03899], [-2.42921, -1.87311, -0.85282], [-1.11806, -1.54728, -1.96538], [-1.70478, -1.51481, 1.68428], [-1.68252, -0.07044, 2.77752], [-0.24026, -0.98873, 2.36440], [0.98319, 1.93763, 1.71751], [-0.52124, 3.04351, 1.28060], [0.84312, 2.95968, 0.29949], [1.18367, -0.04044, -2.00678], [3.02011, -0.10913, -2.10523], [2.04853, -1.61265, -2.24248]]}

---

Winner for stability: x)

---

w) {"formula": "C3H12N6O3Tl", "method": "wB97M-V/def2-TZVPD", "orbital_gap_ev": 2.22, "lumo_energy_ev": -17.2, "spin_multiplicity": 1, "homo_ev": -19.410, "total_charge": 3, "species": ["Tl", "C", "O", "N", "N", "H", "H", "H", "H", "C", "O", "N", "N", "H", "H", "H", "H", "C", "O", "N", "N", "H", "H", "H", "H"], "positions_angstrom": [[-0.37456, 0.93106, 0.05577], [2.57990, -0.99930, 2.13192], [1.65892, -0.81564, 1.32825], [2.70451, -0.24868, 3.28537], [3.53305, -1.94956, 2.01372], [1.99663, 0.43379, 3.51715], [3.47596, -0.37812, 3.92651], [4.25413, -2.14169, 2.69318], [3.54659, -2.29798, 1.06234], [-0.64563, -2.95456, -0.98000], [-0.65313, -1.76038, -0.67727], [0.48402, -3.62883, -1.37713], [-1.73725, -3.75348, -0.82557], [0.65432, -4.62203, -1.26209], [1.31616, -3.05285, -1.28950], [-1.74597, -4.73297, -1.07999], [-2.58521, -3.25277, -0.58368], [-2.35177, 3.89740, -1.37887], [-2.19923, 2.66318, -1.21811], [-2.59712, 4.79002, -0.36817], [-2.18829, 4.42506, -2.61219], [-2.55857, 5.73236, -0.73450], [-2.33569, 4.49728, 0.56349], [-1.94587, 3.80863, -3.37421], [-2.28592, 5.41008, -2.81643]]}

---

x) {"formula": "C3H12N6O3Tl", "method": "wB97M-V/def2-TZVPD", "orbital_gap_ev": 1.39, "lumo_energy_ev": -16.2, "spin_multiplicity": 1, "homo_ev": -17.551, "total_charge": 3, "species": ["Tl", "C", "O", "N", "N", "H", "H", "H", "H", "C", "O", "N", "N", "H", "H", "H", "H", "C", "O", "N", "N", "H", "H", "H", "H"], "positions_angstrom": [[11.66282, 13.42805, 3.00746], [11.65376, 15.23444, 8.74686], [11.55075, 15.23472, 7.54401], [10.81101, 14.66925, 9.52245], [12.69222, 15.77046, 9.31528], [10.02329, 14.13394, 9.18624], [10.96341, 14.87099, 10.50029], [13.47638, 15.99058, 8.71800], [12.78447, 15.68838, 10.31770], [15.84293, 12.13748, 7.56560], [15.05622, 12.34658, 6.66011], [15.48881, 11.41710, 8.58340], [17.02553, 12.63990, 7.68945], [14.62690, 10.91587, 8.42216], [15.98367, 11.42181, 9.46384], [17.62864, 12.24046, 8.39428], [17.21011, 13.46074, 7.13063], [13.41146, 16.31509, -2.17228], [13.24391, 15.74096, -1.07770], [14.40723, 17.01602, -2.51379], [12.47012, 16.17020, -3.11861], [14.33029, 17.50799, -3.39250], [15.18905, 16.92565, -1.88081], [12.75709, 16.75707, -3.88888], [11.55271, 15.87766, -2.81386]]}

---

Winner for stability: w)